Entry 1:
{"formula": "C36H44MgN2Si", "method": "the ωB97M-V functional and the def2-TZVPD basis", "species": ["C", "C", "C", "H", "C", "C", "H", "H", "H", "H", "Mg", "C", "H", "H", "H", "Si", "C", "C", "H", "C", "H", "C", "H", "C", "H", "C", "H", "C", "C", "H", "C", "H", "C", "H", "C", "H", "C", "H", "H", "H", "C", "C", "C", "C", "C", "C", "C", "N", "C", "C", "C", "C", "C", "C", "C", "N", "C", "C", "C", "C", "H", "H", "H", "H", "H", "H", "H", "H", "H", "H", "H", "H", "H", "H", "H", "H", "H", "H", "H", "H", "H", "H", "H", "H"], "xyz": [[-0.626, -1.340, 1.347], [0.664, -1.938, 1.271], [1.613, -1.034, 1.814], [0.878, -2.921, 0.876], [0.896, 0.097, 2.293], [-0.484, -0.091, 1.994], [-1.282, 0.603, 2.249], [-1.565, -1.760, 0.985], [2.684, -1.205, 1.881], [1.326, 0.930, 2.838], [0.566, 1.963, -1.909], [1.006, 0.755, -3.597], [1.927, 1.350, -3.453], [-0.050, 1.074, -3.727], [1.099, -0.182, -4.253], [0.508, -2.502, -2.083], [-0.810, -2.830, -3.444], [-1.482, -4.041, -3.265], [-1.134, -4.560, -2.377], [-2.472, -4.567, -4.135], [-2.955, -5.516, -3.879], [-2.741, -3.907, -5.332], [-3.425, -4.373, -6.057], [-2.141, -2.636, -5.531], [-2.390, -2.098, -6.457], [-1.228, -2.121, -4.600], [-0.837, -1.141, -4.843], [2.303, -2.556, -2.436], [2.587, -3.871, -2.846], [1.863, -4.343, -3.486], [3.570, -4.639, -2.224], [3.627, -5.717, -2.378], [4.551, -4.011, -1.431], [5.417, -4.574, -1.038], [4.435, -2.630, -1.191], [5.288, -2.074, -0.759], [3.267, -1.954, -1.610], [3.052, -0.956, -1.246], [0.046, -1.090, -1.843], [0.500, -3.481, -0.987], [0.999, 5.336, 4.334], [2.206, 4.674, 3.669], [3.217, 5.789, 3.355], [2.841, 3.736, 4.703], [1.849, 3.910, 2.382], [2.860, 3.271, 1.656], [2.594, 2.679, 0.421], [1.328, 2.723, -0.061], [0.278, 3.219, 0.668], [0.549, 3.846, 1.896], [-1.098, 2.968, 0.178], [-2.211, 3.545, 0.838], [-3.484, 3.087, 0.487], [-3.581, 1.975, -0.374], [-2.462, 1.525, -1.083], [-1.251, 2.109, -0.896], [-4.764, 3.802, 0.934], [-5.586, 4.173, -0.305], [-5.601, 2.886, 1.823], [-4.484, 5.091, 1.710], [1.322, 5.881, 5.229], [0.262, 4.598, 4.660], [0.525, 6.068, 3.674], [3.474, 6.340, 4.271], [4.149, 5.391, 2.940], [2.784, 6.511, 2.653], [2.127, 2.958, 4.993], [3.753, 3.268, 4.319], [3.108, 4.296, 5.610], [3.879, 3.230, 2.015], [3.382, 2.173, -0.175], [-0.256, 4.278, 2.466], [-2.063, 4.374, 1.555], [-4.537, 1.477, -0.550], [-2.519, 0.689, -1.800], [-5.890, 3.284, -0.863], [-6.495, 4.710, -0.019], [-5.007, 4.829, -0.963], [-5.045, 2.620, 2.727], [-6.517, 3.401, 2.131], [-5.888, 1.973, 1.299], [-3.990, 4.890, 2.666], [-3.877, 5.791, 1.128], [-5.435, 5.592, 1.934]], "forces_ev_per_a": [[0.468, 0.003, 0.175], [-0.247, 0.661, 0.004], [-0.733, 0.067, 0.126], [0.063, 0.102, 0.101], [0.033, -0.247, -0.394], [0.423, 0.011, -0.147], [-0.002, -0.095, 0.018], [0.234, -0.010, 0.129], [-0.162, 0.019, 0.099], [-0.026, 0.032, -0.019], [0.198, -2.024, 0.557], [-0.373, -1.416, 0.304], [-0.502, 0.440, -1.218], [0.631, 1.007, -0.605], [0.328, 1.532, 1.505], [-1.471, 2.675, -0.581], [-0.331, -1.139, -0.993], [-0.155, -0.248, 0.043], [-0.618, -0.607, -0.089], [0.802, 0.203, 0.257], [0.206, 0.328, -0.193], [0.102, 0.367, 0.623], [0.348, 0.502, 0.303], [-0.185, -0.837, 0.072], [0.272, -0.062, 0.593], [0.007, 0.145, -0.288], [0.238, 0.058, 0.152], [1.471, -0.862, 0.264], [0.173, -0.464, 0.939], [-0.161, -0.444, -0.242], [0.753, 0.280, -0.333], [-0.004, 0.297, -0.168], [-0.154, 0.531, -0.133], [-0.682, 0.338, -0.223], [0.124, -0.092, -0.681], [-0.801, -0.403, 0.126], [0.022, -0.108, -0.013], [0.172, 0.043, 0.089], [0.326, -0.543, 0.718], [-0.768, -0.164, -0.275], [-0.147, 0.042, 0.020], [0.150, 0.179, 0.328], [0.060, 0.181, -0.192], [-0.060, -0.271, 0.098], [0.358, 0.202, 0.141], [0.131, -0.333, -0.594], [-1.143, 0.566, 0.580], [-0.465, -0.156, -0.657], [2.151, -0.157, 0.338], [-0.159, -0.273, -0.723], [-1.214, -0.280, -0.520], [0.593, -0.406, -0.736], [-0.150, 0.127, -0.268], [0.468, -0.187, -0.278], [0.187, 0.737, 0.550], [-0.212, 0.444, 1.450], [-0.091, 0.050, 0.244], [0.030, 0.071, -0.265], [-0.018, -0.163, 0.211], [0.042, 0.098, 0.065], [0.025, -0.141, -0.180], [-0.046, 0.042, -0.074], [-0.064, -0.077, 0.006], [-0.109, -0.227, -0.177], [-0.156, 0.086, -0.020], [0.163, -0.111, 0.004], [0.203, -0.033, -0.063], [-0.144, -0.037, 0.072], [-0.062, -0.059, -0.276], [-0.061, 0.068, 0.123], [-0.795, 0.456, 0.398], [-0.034, -0.060, 0.067], [-0.176, -0.787, -0.535], [0.322, 0.272, 0.045], [0.102, 0.663, 0.340], [0.049, 0.114, -0.029], [0.120, -0.085, 0.069], [-0.084, -0.116, -0.032], [-0.088, -0.088, -0.085], [0.096, -0.057, -0.066], [0.023, -0.012, 0.094], [0.009, 0.046, -0.102], [-0.016, -0.060, 0.081], [0.195, -0.148, -0.050]], "e_homo_ev": -5.26, "gap_ev": 3.8, "lumo_energy_ev": -1.415, "e_tot_ha": -1997.1172}

Entry 2:
{"formula": "C25H39Cl2IrPS", "method": "the ωB97M-V functional and the def2-TZVPD basis", "species": ["P", "C", "C", "C", "C", "C", "C", "C", "C", "C", "C", "C", "C", "C", "C", "C", "C", "C", "C", "H", "H", "H", "H", "H", "H", "H", "H", "H", "H", "H", "H", "H", "H", "H", "H", "H", "H", "H", "H", "H", "H", "H", "H", "H", "H", "H", "H", "H", "H", "H", "H", "H", "Ir", "Cl", "Cl", "C", "H", "C", "C", "C", "C", "C", "C", "H", "H", "H", "H", "H", "S"], "xyz": [[0.296, 0.169, -0.796], [-1.268, -0.374, -1.624], [-1.160, -1.641, -2.504], [-2.467, -1.917, -3.256], [-3.720, -1.876, -2.363], [-3.755, -0.701, -1.386], [-2.425, -0.511, -0.626], [0.631, -0.970, 0.606], [0.386, -2.431, 0.234], [0.894, -3.359, 1.350], [0.262, -3.011, 2.696], [0.302, -1.516, 3.043], [-0.130, -0.598, 1.888], [1.614, -0.194, -2.022], [1.392, 0.579, -3.324], [2.394, 0.106, -4.389], [3.860, 0.167, -3.914], [4.062, -0.428, -2.506], [3.024, 0.064, -1.482], [-1.478, 0.489, -2.288], [-0.939, -2.519, -1.879], [-0.327, -1.547, -3.216], [-2.404, -2.901, -3.735], [-2.559, -1.169, -4.053], [-4.610, -1.836, -3.004], [-3.776, -2.813, -1.787], [-3.953, 0.226, -1.940], [-4.568, -0.843, -0.665], [-2.470, 0.375, 0.024], [-2.262, -1.388, 0.019], [1.712, -0.806, 0.782], [1.987, -3.263, 1.392], [0.863, -2.689, -0.723], [-0.697, -2.589, 0.122], [0.658, -4.396, 1.084], [0.762, -3.575, 3.489], [-0.787, -3.340, 2.690], [-0.346, -1.317, 3.904], [1.328, -1.239, 3.323], [0.056, 0.460, 2.134], [-1.215, -0.693, 1.728], [1.518, -1.279, -2.244], [0.365, 0.438, -3.687], [1.534, 1.652, -3.136], [2.153, -0.936, -4.647], [2.278, 0.689, -5.312], [4.191, 1.219, -3.914], [4.500, -0.369, -4.634], [5.078, -0.212, -2.152], [3.980, -1.524, -2.572], [3.181, -0.445, -0.524], [3.157, 1.142, -1.316], [1.137, 3.914, 1.102], [2.784, 4.467, 2.561], [-0.243, 2.459, -0.081], [-0.033, 4.528, 2.447], [-0.333, 5.586, 2.331], [-1.995, 1.769, 4.979], [-2.598, 3.012, 4.721], [-1.927, 3.994, 4.027], [-0.627, 3.722, 3.498], [0.039, 2.545, 3.926], [-0.654, 1.556, 4.633], [-2.575, 0.982, 5.467], [-3.619, 3.212, 5.051], [-2.375, 4.964, 3.813], [1.101, 2.418, 3.695], [-0.141, 0.616, 4.914], [0.956, 5.692, 0.025]], "forces_ev_per_a": [[0.347, -0.839, -0.146], [0.070, 0.116, -0.224], [-0.034, -0.212, 0.229], [-0.003, 0.363, 0.121], [0.215, -0.172, 0.043], [0.409, 0.286, 0.032], [-0.333, -0.030, -0.140], [0.054, 0.180, -0.052], [0.113, -0.413, 0.333], [-0.092, 0.270, -0.383], [-0.178, 0.105, 0.061], [0.141, 0.167, -0.200], [0.024, 0.089, -0.009], [-0.036, -0.508, -0.065], [0.308, 0.089, -0.133], [0.099, -0.341, 0.050], [-0.138, 0.253, 0.173], [-0.156, -0.241, -0.152], [0.197, 0.127, -0.320], [-0.121, -0.244, 0.203], [-0.036, 0.277, -0.232], [-0.305, -0.150, 0.035], [0.056, 0.121, -0.033], [-0.113, -0.044, 0.011], [0.022, -0.115, 0.101], [0.068, 0.134, -0.117], [-0.071, -0.051, 0.070], [0.006, 0.079, -0.081], [-0.084, -0.194, -0.127], [-0.033, 0.254, -0.198], [-0.368, -0.141, 0.111], [-0.066, -0.057, 0.126], [-0.102, -0.055, 0.248], [0.327, -0.056, -0.004], [0.118, 0.096, 0.047], [-0.084, -0.033, 0.056], [0.115, 0.017, -0.071], [0.191, -0.079, -0.039], [-0.114, -0.022, 0.050], [-0.078, -0.353, 0.029], [0.315, -0.012, 0.033], [0.146, 0.351, 0.015], [0.202, 0.069, -0.042], [-0.113, -0.089, 0.044], [0.004, 0.142, 0.066], [0.002, -0.031, 0.143], [-0.077, -0.214, 0.045], [-0.144, 0.170, 0.164], [-0.128, 0.021, -0.024], [-0.012, 0.166, 0.005], [0.059, 0.096, -0.196], [-0.080, -0.135, 0.099], [0.813, -1.658, 0.883], [1.782, -0.067, 1.145], [-1.448, -0.116, -0.358], [-2.013, 0.137, 1.603], [-0.186, -0.648, 0.290], [-0.164, -0.263, 0.220], [0.003, 0.013, 0.052], [0.626, -0.059, -0.174], [0.730, 0.710, -1.041], [-0.354, -0.839, 0.452], [0.265, 0.344, -0.064], [0.203, 0.211, -0.055], [0.160, -0.159, 0.003], [-0.052, -0.247, -0.034], [-0.406, 0.047, -0.135], [-0.380, 0.690, -0.165], [-0.090, 2.699, -2.377]], "e_homo_ev": [2.31, -1.06], "gap_ev": [2.3, 5.2], "lumo_energy_ev": [4.608, 4.099], "multiplicity": 6, "charge": -2, "e_tot_ha": -2740.1277}

Entry 3:
{"formula": "C5H6N2", "method": "the ωB97M-V functional and the def2-TZVPD basis", "species": ["C", "N", "C", "C", "C", "C", "N", "H", "H", "H", "H", "H", "H"], "xyz": [[-1.361, -1.468, 1.371], [-1.275, -0.014, 0.909], [-0.399, 0.263, 0.159], [0.612, -0.691, -0.102], [1.632, -0.090, -0.815], [0.997, 1.234, -1.326], [-0.099, 1.404, -0.620], [-1.231, -2.210, 0.503], [-2.410, -1.759, 1.740], [-0.513, -1.350, 2.232], [0.702, -1.689, 0.529], [2.843, -0.319, -0.935], [1.337, 2.112, -1.819]], "forces_ev_per_a": [[0.105, 1.092, 0.925], [-6.863, -1.614, 4.265], [4.619, -0.013, -4.961], [5.752, -3.013, -0.153], [1.426, -0.218, -0.410], [-2.034, -1.693, 4.593], [-0.073, 2.081, -1.326], [0.516, 1.120, 1.464], [1.701, 1.127, 0.004], [-2.264, -1.583, -1.787], [0.236, 2.493, -1.861], [-3.757, 0.177, 0.170], [0.637, 0.045, -0.925]], "e_homo_ev": -9.37, "gap_ev": 8.7, "lumo_energy_ev": -0.649, "e_tot_ha": -303.4804}

Entry 4:
{"formula": "C9H8N4OS", "method": "the ωB97M-V functional and the def2-TZVPD basis", "species": ["C", "C", "C", "C", "C", "C", "C", "C", "C", "N", "N", "N", "N", "O", "S", "H", "H", "H", "H", "H", "H", "H", "H"], "xyz": [[0.063, 0.854, 2.945], [0.855, 1.657, 2.113], [-0.636, -0.199, 2.491], [2.049, 1.974, -0.083], [2.332, 1.266, -1.256], [1.006, 1.327, 0.791], [-0.530, -0.522, 1.137], [-2.291, -2.218, -1.871], [0.269, 0.214, 0.193], [2.173, -0.127, -1.135], [-1.527, -1.445, -1.018], [1.322, -0.663, -0.447], [-2.064, -1.958, -3.154], [-3.051, -3.061, -1.454], [-1.785, -1.497, 0.542], [0.063, 1.244, 4.035], [1.451, 2.574, 2.352], [-1.151, -0.750, 3.308], [2.429, 2.935, 0.364], [2.992, 1.588, -2.121], [-0.287, 0.628, -0.731], [-1.607, -1.093, -3.222], [-2.073, -2.727, -3.775]], "forces_ev_per_a": [[0.613, 2.486, 3.197], [1.518, 1.187, -2.414], [0.230, -0.502, 1.800], [-1.476, -0.730, -0.253], [0.816, 2.031, 1.493], [1.740, 1.055, 0.252], [-3.062, -1.367, -0.345], [-0.643, -0.896, 2.191], [1.282, 1.467, -2.117], [0.304, 0.072, -0.874], [0.789, 1.338, 0.333], [-0.649, -1.296, 0.271], [-0.383, 0.368, 0.121], [-0.771, -1.191, 0.036], [0.763, -0.112, -0.531], [-0.385, -1.262, -1.750], [-0.827, -1.026, 0.719], [-0.082, -0.036, -1.347], [-0.096, -1.011, -1.271], [-0.904, -0.379, 1.422], [0.158, -0.736, 1.220], [1.132, 0.658, -1.269], [-0.067, -0.118, -0.886]], "e_homo_ev": [-7.93, -8.12], "gap_ev": [6.4, 6.4], "lumo_energy_ev": [-1.567, -1.725], "e_tot_ha": -1040.0472}

Entry 5:
{"formula": "C8H14BN", "method": "the ωB97M-V functional and the def2-TZVPD basis", "species": ["C", "B", "C", "C", "C", "C", "C", "N", "C", "C", "H", "H", "H", "H", "H", "H", "H", "H", "H", "H", "H", "H", "H", "H"], "xyz": [[1.838, -0.135, 0.403], [0.308, 0.107, 0.222], [-0.469, 1.452, 0.175], [0.353, 2.391, 0.994], [1.028, 3.201, 0.187], [0.632, 2.936, -1.190], [-0.290, 1.934, -1.251], [-0.763, -1.267, 0.271], [-2.175, -1.252, -0.159], [0.008, -2.440, -0.054], [2.037, -0.570, -0.561], [2.024, -0.927, 1.195], [2.583, 0.652, 0.693], [-1.426, 1.210, 0.492], [0.294, 2.305, 2.024], [1.690, 4.044, 0.590], [1.146, 3.494, -1.990], [-0.911, 1.736, -2.014], [-2.500, -2.084, 0.364], [-2.656, -0.343, 0.184], [-2.319, -1.297, -1.223], [0.372, -2.251, -1.136], [0.779, -2.578, 0.738], [-0.608, -3.366, 0.103]], "forces_ev_per_a": [[0.390, -0.609, 1.589], [-3.073, -3.454, 1.045], [1.714, 1.021, -1.088], [-1.524, -0.861, -1.398], [1.064, 1.897, 0.551], [0.903, 0.287, -0.324], [2.293, 1.783, 3.663], [3.373, 4.557, -0.086], [2.398, 1.498, 0.220], [-0.485, -0.413, -0.334], [0.969, -0.449, -0.505], [-0.361, 0.568, -1.096], [-1.152, -0.274, -0.789], [-1.962, 0.000, 0.614], [0.399, 0.135, 1.840], [-0.818, -1.429, -1.050], [-0.797, -0.407, 0.107], [-1.694, -1.218, -2.746], [-1.759, -1.659, 0.573], [-0.170, -0.011, 0.242], [-0.079, -0.373, -0.696], [0.009, -1.459, 1.602], [0.038, 0.256, -1.116], [0.322, 0.613, -0.819]], "e_homo_ev": -8.16, "gap_ev": 8.9, "lumo_energy_ev": 0.735, "e_tot_ha": -392.7451}

Results for relative energy (zero: lowest compared OMol25 entry of this formula, charge and spin): 128.9 38.3 97.7 69.6 44.1 (in kcal per mole, following the order of the records).